Record 1
Density functional theory data (the ωB97M-V functional and the def2-TZVPD basis) for a molecular structure, C27H29F5LaN2O5S.

Geometry as XYZ:
```
70
Properties=species:S:1:pos:R:3
La -0.512 -0.415 0.019
C -2.926 -3.091 0.015
C -3.505 -2.289 -1.114
O -2.457 -1.462 -1.607
C -2.867 -0.491 -2.583
C -3.531 0.691 -1.918
O -2.701 1.090 -0.830
C -3.278 1.979 0.118
C -3.689 1.184 1.322
O -2.546 0.444 1.753
C -2.845 -0.597 2.689
C -3.404 -1.803 1.988
O -2.437 -2.213 1.031
H -2.070 -3.673 -0.327
H -3.665 -3.784 0.423
H -4.345 -1.673 -0.775
H -3.865 -2.949 -1.909
H -3.538 -0.948 -3.314
H -1.956 -0.169 -3.081
H -4.531 0.457 -1.538
H -3.622 1.500 -2.647
H -4.138 2.506 -0.301
H -2.526 2.725 0.380
H -4.504 0.500 1.069
H -4.025 1.845 2.126
H -3.537 -0.235 3.453
H -1.905 -0.854 3.179
H -4.356 -1.583 1.498
H -3.580 -2.601 2.716
F 3.739 -2.656 -5.246
C 2.979 -1.800 -4.574
C 2.028 -2.263 -3.686
F 1.862 -3.571 -3.491
C 1.272 -1.339 -2.999
F 0.355 -1.831 -2.104
C 1.386 0.029 -3.137
S 0.341 1.142 -2.250
C 2.351 0.454 -4.040
F 2.540 1.755 -4.252
C 3.139 -0.437 -4.747
F 4.055 0.008 -5.599
C 0.767 -2.151 1.288
C 2.159 -2.075 0.777
C 3.117 -1.221 1.342
C 4.383 -1.069 0.790
C 4.742 -1.772 -0.351
C 3.816 -2.635 -0.921
C 2.548 -2.773 -0.375
H 0.722 -2.003 2.376
H 0.312 -3.129 1.092
H 2.875 -0.689 2.257
H 5.096 -0.405 1.263
H 5.729 -1.661 -0.778
H 4.086 -3.219 -1.794
H 1.854 -3.472 -0.827
N 2.984 5.056 4.255
C 2.307 5.180 3.091
O 2.219 6.223 2.481
C 1.670 3.926 2.516
C 1.021 4.067 1.299
C 0.435 2.959 0.723
N 0.450 1.749 1.299
C 1.072 1.618 2.474
C 1.697 2.674 3.111
H 3.437 5.877 4.619
H 3.095 4.190 4.745
H 0.999 5.033 0.815
H -0.038 3.030 -0.248
H 1.075 0.629 2.917
H 2.187 2.482 4.055
```

E_LUMO: -2.9 eV
Relative energy (zero: lowest compared OMol25 entry of this formula, charge and spin): 4.4 kcal per mole
HOMO level: -9.7 eV
Max |F|: 0.64 eV Å⁻¹
E: -2460.9139 Ha
Net charge: +1

Atom charges from the Mulliken analysis, given in e for atoms 1 to 5: La 1.883; C -0.985; C -0.446; O 0.079; C -0.798

Record 2
Density functional theory data (the ωB97M-V functional and the def2-TZVPD basis) for a molecular structure, C27H29F6NO4PS2Yb.

Geometry as XYZ:
```
71
Properties=species:S:1:pos:R:3
Yb 0.761 -1.323 -0.712
C -2.885 1.067 -2.880
C -2.506 2.372 -2.267
C -3.005 3.517 -2.923
C -2.602 4.820 -2.508
C -1.563 4.899 -1.516
C -1.038 3.755 -0.904
C -1.590 2.517 -1.171
P -1.051 0.999 -0.368
C 0.414 1.571 0.442
C 1.538 1.824 -0.401
C 2.798 2.060 0.113
C 3.058 2.097 1.499
C 1.936 1.945 2.328
C 0.615 1.771 1.867
C -0.470 1.770 2.889
C -2.328 0.697 0.834
C -3.353 1.604 1.291
C -4.299 1.128 2.252
C -4.213 -0.155 2.795
C -3.277 -1.004 2.320
C -2.387 -0.634 1.317
C -1.545 -1.643 0.671
H -3.892 1.219 -3.355
H -2.894 0.194 -2.219
H -2.221 0.830 -3.729
H -3.615 3.392 -3.818
H -2.997 5.699 -3.015
H -1.271 5.906 -1.152
H -0.285 3.874 -0.114
H 1.363 1.925 -1.464
H 3.603 2.345 -0.599
H 4.100 2.200 1.853
H 2.087 1.988 3.419
H -0.062 2.194 3.835
H -0.891 0.779 3.153
H -1.333 2.372 2.560
H -3.391 2.591 0.857
H -5.029 1.826 2.569
H -4.941 -0.507 3.584
H -3.233 -2.039 2.727
H -1.794 -1.936 -0.388
H -1.295 -2.562 1.174
C 3.977 -2.691 1.777
C 2.896 -1.686 2.289
C 2.703 -1.788 3.856
C 1.558 -2.018 1.683
H 4.966 -2.544 2.257
H 4.046 -2.574 0.657
H 3.616 -3.676 2.007
H 3.103 -0.650 1.995
H 2.431 -2.832 4.066
H 1.935 -1.128 4.230
H 3.628 -1.618 4.428
H 0.664 -1.449 1.951
H 1.396 -2.992 1.217
F 0.923 -6.027 -2.138
C 2.013 -5.200 -1.939
F 2.501 -5.435 -0.674
F 3.040 -5.432 -2.796
S 1.372 -3.450 -2.006
O 0.271 -3.602 -1.091
O 2.422 -2.479 -1.631
N 0.959 -3.202 -3.541
S 0.125 -1.883 -3.834
O -0.568 -1.393 -2.601
O -0.727 -2.042 -4.977
C 1.229 -0.374 -4.003
F 0.458 0.644 -4.423
F 2.264 -0.452 -4.820
F 1.780 0.032 -2.783
```

E_LUMO (spin up / spin down): 0.2 / -0.8 eV
Relative energy (zero: lowest compared OMol25 entry of this formula, charge and spin): 20.7 kcal per mole
HOMO level (spin up / spin down): -6.0 / -6.0 eV
2S+1: 2
Max |F|: 5.08 eV Å⁻¹
E: -4297.4203 Ha

Atom charges from the Mulliken analysis, given in e for atoms 1 to 5: Yb 0.515; C -1.684; C 1.036; C -0.757; C -0.773

Record 3
Density functional theory data (the ωB97M-V functional and the def2-TZVPD basis) for 5 unconnected molecules or ions with the total composition C27H29FN6O10S.

Geometry as XYZ:
```
74
Properties=species:S:1:pos:R:3
O 1.159 0.742 -1.343
N 0.253 1.441 -0.928
O -0.831 1.538 -1.461
C 0.494 2.215 0.289
C 1.740 2.149 0.899
C 1.971 2.902 2.039
C 0.962 3.705 2.559
C -0.284 3.754 1.944
C -0.525 3.007 0.801
H 2.528 1.526 0.498
H 2.939 2.865 2.522
H 1.148 4.296 3.447
H -1.067 4.378 2.352
H -1.498 3.054 0.326
O 6.208 -1.137 1.608
N 6.623 -1.707 0.622
O 6.284 -1.444 -0.515
C 7.593 -2.786 0.812
C 7.977 -3.137 2.098
C 8.879 -4.175 2.273
C 9.391 -4.846 1.169
C 9.007 -4.478 -0.114
C 8.102 -3.443 -0.297
H 7.581 -2.618 2.960
H 9.182 -4.463 3.271
H 10.092 -5.660 1.310
H 9.408 -5.001 -0.972
H 7.805 -3.164 -1.297
O -3.068 3.740 0.887
N -3.468 4.794 0.425
O -2.749 5.732 0.157
C -4.903 4.937 0.186
C -5.750 3.889 0.520
C -7.114 4.041 0.308
C -7.610 5.222 -0.230
C -6.747 6.258 -0.566
C -5.385 6.119 -0.358
H -5.350 2.960 0.942
H -7.792 3.241 0.563
H -8.675 5.336 -0.388
H -7.138 7.175 -0.987
H -4.717 6.928 -0.619
O -5.719 1.175 1.697
N -6.756 1.153 2.335
O -7.224 2.107 2.918
C -7.478 -0.116 2.411
C -6.949 -1.236 1.787
C -7.625 -2.443 1.881
C -8.818 -2.519 2.589
C -9.343 -1.387 3.201
C -8.672 -0.177 3.114
H -6.020 -1.182 1.236
H -7.220 -3.326 1.405
H -9.341 -3.464 2.665
H -10.274 -1.450 3.748
H -9.083 0.700 3.595
C 2.943 -1.889 -1.483
N 2.885 -1.650 -2.934
C 4.173 -1.671 -3.600
N 4.413 -2.845 -4.468
C 3.349 -3.116 -5.437
S 4.885 -4.210 -3.629
O 5.172 -5.353 -4.498
O 4.018 -4.599 -2.518
F 6.308 -3.747 -2.999
H 2.520 -1.040 -0.901
H 2.313 -2.775 -1.272
H 3.948 -2.108 -1.093
H 2.422 -0.777 -3.145
H 4.263 -0.778 -4.248
H 5.022 -1.600 -2.890
H 3.423 -4.133 -5.857
H 2.332 -3.008 -5.035
H 3.481 -2.422 -6.286
```

E_LUMO: -0.9 eV
HOMO level: -8.9 eV
Max |F|: 3.88 eV Å⁻¹
SMILES: O=[N+]([O-])c1ccccc1.O=[N+]([O-])c1ccccc1.O=[N+]([O-])c1ccccc1.O=[N+]([O-])c1ccccc1.CNCN(C)S(=O)(=O)F
E: -2624.8404 Ha

Atom charges from the Mulliken analysis, given in e for atoms 1 to 5: O -0.607; N 0.981; O -0.607; C -0.199; C -0.342

Record 4
Density functional theory data (the ωB97M-V functional and the def2-TZVPD basis) for a molecular structure, C27H29FeN5O5Se2.

Geometry as XYZ:
```
69
Properties=species:S:1:pos:R:3
Fe 0.134 0.128 -0.174
O -5.414 2.720 1.425
C -4.901 1.506 1.810
O -5.621 0.694 2.309
C -3.439 1.404 1.601
C -2.503 2.291 2.125
N -1.298 1.874 1.719
N -1.411 0.797 0.972
C -2.682 0.468 0.855
C -2.945 -0.623 -0.190
O -4.115 -0.894 -0.476
O -1.865 -1.053 -0.674
H -4.727 3.170 0.916
H -2.619 3.156 2.757
H -0.287 2.136 1.824
Se 0.274 -3.599 -0.757
Se 3.599 -1.304 0.169
C 2.675 -1.092 -1.429
C 3.356 -1.471 -2.618
C 2.726 -1.522 -3.826
C 1.365 -1.201 -3.886
C 0.764 -0.795 -2.728
N 1.392 -0.671 -1.537
C 0.338 -2.778 0.909
C 0.396 -3.651 2.028
C 0.416 -3.190 3.313
C 0.384 -1.810 3.527
C 0.342 -1.005 2.415
N 0.325 -1.445 1.147
H 4.393 -1.755 -2.509
H 3.268 -1.831 -4.714
H 0.784 -1.278 -4.794
H -0.294 -0.572 -2.713
H 0.420 -4.709 1.808
H 0.458 -3.886 4.144
H 0.408 -1.368 4.513
H 0.359 0.074 2.506
C 1.532 3.518 2.641
C 2.070 2.210 2.015
C 2.445 1.269 3.172
C 3.349 2.570 1.239
O 1.069 1.673 1.197
H 2.296 4.027 3.241
H 0.686 3.310 3.306
H 1.205 4.200 1.851
H 3.283 1.677 3.747
H 2.724 0.294 2.779
H 1.599 1.146 3.858
H 4.131 2.915 1.926
H 3.157 3.370 0.529
H 3.718 1.695 0.707
C 1.550 3.391 -1.871
C 0.301 3.292 -2.670
C -0.011 4.194 -3.666
C -1.185 4.064 -4.407
C -2.054 3.011 -4.145
C -1.793 2.077 -3.156
C -2.772 0.982 -2.870
C -0.592 2.198 -2.373
N -0.307 1.343 -1.416
H 2.106 4.303 -2.106
H 2.194 2.525 -2.039
H 1.314 3.347 -0.807
H 0.676 5.007 -3.878
H -1.420 4.780 -5.188
H -2.964 2.908 -4.728
H -3.419 0.810 -3.733
H -3.418 1.234 -2.023
H -2.288 0.049 -2.583
```

E_LUMO (spin up / spin down): 4.4 / 2.8 eV
Relative energy (zero: lowest compared OMol25 entry of this formula, charge and spin): 125.0 kcal per mole
HOMO level (spin up / spin down): -1.2 / -1.4 eV
2S+1: 5
Max |F|: 2.11 eV Å⁻¹
E: -7762.8330 Ha
Net charge: -2

Atom charges from the Mulliken analysis, given in e for atoms 1 to 5: Fe -0.475; O -0.506; C 0.496; O -0.573; C -0.302

Record 5
Density functional theory data (the ωB97M-V functional and the def2-TZVPD basis) for a molecular structure, C27H29N3O2PRuS3.

Geometry as XYZ:
```
66
Properties=species:S:1:pos:R:3
Ru -0.130 -0.568 1.168
C 0.695 -0.813 4.639
O -0.295 -1.265 3.739
C -0.722 -2.583 3.998
C -1.711 -2.936 2.887
O -1.117 -2.914 1.609
C -0.357 -4.059 1.272
H 0.272 -0.703 5.646
H 1.041 0.150 4.263
H 1.546 -1.503 4.669
H -1.226 -2.636 4.974
H 0.136 -3.271 4.009
H -2.469 -2.144 2.851
H -2.178 -3.911 3.083
H -0.959 -4.967 1.402
H 0.567 -4.141 1.854
H -0.104 -3.942 0.219
S -2.672 -1.096 -3.755
P -0.855 -1.217 -3.024
S -0.866 -1.398 -0.997
C 0.155 0.216 -3.521
C 0.243 0.453 -4.887
C 0.966 1.534 -5.347
C 1.598 2.374 -4.443
C 1.505 2.138 -3.081
C 0.777 1.057 -2.615
C 0.096 -2.630 -3.685
C 1.447 -2.742 -3.376
C 2.175 -3.804 -3.876
C 1.556 -4.756 -4.673
C 0.209 -4.644 -4.978
C -0.524 -3.581 -4.479
H -0.269 -0.211 -5.571
H 1.023 1.724 -6.409
H 2.156 3.223 -4.806
H 1.995 2.802 -2.385
H 0.691 0.858 -1.549
H 1.915 -1.995 -2.751
H 3.228 -3.889 -3.649
H 2.129 -5.585 -5.060
H -0.276 -5.378 -5.606
H -1.575 -3.469 -4.709
C -3.423 2.197 0.585
C -2.766 1.002 0.812
N -1.859 0.853 1.785
C -1.556 1.908 2.536
C -2.104 3.178 2.326
C -3.081 3.305 1.343
C -1.642 4.335 3.087
C -0.361 4.719 3.189
C 0.779 4.103 2.538
C 2.076 4.562 2.806
C 3.118 3.894 2.189
N 2.912 2.909 1.324
C 1.652 2.584 1.092
N 0.588 3.108 1.662
H -4.166 2.267 -0.193
H -2.982 0.124 0.213
H -0.876 1.733 3.362
H -3.535 4.267 1.156
H -2.410 4.931 3.564
H -0.116 5.589 3.782
H 2.243 5.395 3.470
H 4.153 4.149 2.386
H 1.467 1.795 0.360
S 2.077 -0.680 1.571
```

E_LUMO (spin up / spin down): -0.6 / -0.9 eV
Relative energy (zero: lowest compared OMol25 entry of this formula, charge and spin): 13.3 kcal per mole
HOMO level (spin up / spin down): -7.1 / -7.6 eV
2S+1: 6
Max |F|: 1.47 eV Å⁻¹
E: -2991.7405 Ha

Atom charges from the Mulliken analysis, given in e for atoms 1 to 5: Ru 0.596; C -0.894; O 0.071; C -0.491; C -0.813

Record 6
Density functional theory data (the ωB97M-V functional and the def2-TZVPD basis) for a molecular structure, C27H29N4OSbSiTi.

Geometry as XYZ:
```
64
Properties=species:S:1:pos:R:3
Ti 0.518 -0.158 -0.484
C 0.046 1.553 -3.354
C 0.445 2.467 -2.239
C 0.402 3.849 -2.349
C 0.759 4.639 -1.270
C 1.206 4.019 -0.109
C 1.271 2.638 -0.073
N 0.851 1.876 -1.101
Sb 2.240 1.831 1.709
C 0.872 0.279 2.403
C 0.676 0.308 3.770
C -0.053 -0.713 4.366
C -0.532 -1.726 3.565
C -0.306 -1.717 2.191
C -0.796 -2.864 1.369
N 0.386 -0.706 1.615
C 3.433 0.478 0.546
C 4.760 0.286 0.887
C 5.551 -0.487 0.049
C 4.997 -0.970 -1.120
C 3.659 -0.728 -1.417
C 3.120 -1.173 -2.743
N 2.871 -0.054 -0.555
H 0.937 1.229 -3.897
H -0.616 2.049 -4.060
H -0.466 0.671 -2.954
H 0.060 4.299 -3.270
H 0.692 5.716 -1.334
H 1.517 4.596 0.751
H 1.086 1.116 4.361
H -0.229 -0.716 5.433
H -1.095 -2.545 3.991
H 0.001 -3.604 1.258
H -1.120 -2.546 0.384
H -1.637 -3.342 1.866
H 5.163 0.739 1.783
H 6.589 -0.673 0.290
H 5.594 -1.526 -1.830
H 3.841 -0.927 -3.523
H 2.169 -0.705 -2.973
H 2.980 -2.255 -2.761
C -2.784 1.712 -1.608
Si -1.917 0.752 -0.229
C -1.883 1.913 1.276
C -3.031 -0.704 0.212
C -3.597 -0.857 1.479
C -4.362 -1.976 1.792
C -4.569 -2.962 0.840
C -4.021 -2.824 -0.429
C -3.260 -1.707 -0.737
H -2.223 2.604 -1.894
H -3.768 2.042 -1.267
H -2.933 1.099 -2.498
H -2.885 2.289 1.494
H -1.245 2.779 1.075
H -1.508 1.418 2.174
H -3.451 -0.090 2.230
H -4.802 -2.072 2.777
H -5.164 -3.833 1.078
H -4.188 -3.588 -1.176
H -2.819 -1.615 -1.725
O 1.316 -4.046 -1.292
C 0.862 -2.970 -1.337
N 0.388 -1.864 -1.404
```

E_LUMO (spin up / spin down): -3.3 / -3.4 eV
HOMO level (spin up / spin down): -10.1 / -9.9 eV
2S+1: 2
Max |F|: 0.55 eV Å⁻¹
E: -2719.6246 Ha
Net charge: +1

Atom charges from the Mulliken analysis, given in e for atoms 1 to 5: Ti -0.170; C -1.218; C 0.531; C -0.775; C -0.575